1.
{"formula": "C7H7BrN2OS", "method": "the ωB97M-V functional and the def2-TZVPD basis", "molar_mass_g_mol": 247.117, "total_charge": 0, "homo_lumo_gap_ev": [7.27, 7.27], "symbols": ["C", "C", "C", "C", "C", "C", "C", "N", "N", "O", "S", "Br", "H", "H", "H", "H", "H", "H", "H"], "coordinates": [[1.72654, 0.70021, -2.84469], [0.68948, -0.23126, -1.02439], [2.84875, -0.32916, -0.71721], [-1.11785, 0.98897, -0.00690], [-2.04851, 0.72311, 1.16808], [-1.58435, -0.45417, 1.89491], [-0.51928, -1.11804, 0.95585], [0.71768, 0.45627, -2.10782], [-0.22457, -0.08792, -0.02046], [-1.00265, 1.88686, -0.80133], [3.32963, 0.33603, -2.17962], [3.99606, -1.60317, 0.07381], [1.82316, 1.21602, -3.74467], [-1.90775, 1.67289, 1.69446], [-3.08137, 0.63014, 0.95852], [-1.19953, -0.37615, 2.87064], [-2.35334, -1.21110, 2.01435], [0.46546, -1.10946, 1.38879], [-0.55755, -2.09007, 0.42768]], "lowdin_charge": [-0.437, -0.119, -0.967, -0.387, -0.091, -0.141, -0.101, -0.006, -0.049, 0.106, 0.875, 0.568, 0.042, 0.138, 0.115, 0.100, 0.112, 0.107, 0.135]}

=====

2.
{"formula": "C32H44CoN2O2P2S2", "method": "the ωB97M-V functional and the def2-TZVPD basis", "s2": 6.04, "molar_mass_g_mol": 673.731, "spin_multiplicity": 5, "total_charge": -1, "homo_lumo_gap_ev": [6.43, 4.61], "symbols": ["Co", "C", "C", "C", "P", "C", "C", "C", "C", "C", "C", "C", "C", "C", "C", "N", "C", "C", "C", "C", "C", "C", "C", "P", "C", "C", "C", "C", "C", "C", "H", "H", "H", "H", "H", "H", "H", "H", "H", "H", "H", "H", "H", "H", "H", "H", "H", "H", "H", "H", "H", "H", "H", "H", "H", "H", "H", "H", "H", "H", "H", "H", "H", "H", "H", "H", "H", "H", "H", "H", "S", "C", "C", "C", "C", "C", "C", "S", "H", "H", "H", "H", "O", "N", "O"], "coordinates": [[0.40071, -0.70043, 0.51890], [-1.24017, 3.91922, 1.95650], [-1.32529, 2.52433, 1.34339], [-1.60436, 2.61780, -0.15534], [0.18864, 1.49329, 1.62510], [0.53871, 1.69512, 3.42796], [-0.62775, 1.17450, 4.26828], [1.82276, 0.94635, 3.78585], [1.52092, 2.37457, 0.78371], [2.32053, 3.33918, 1.38640], [3.48366, 3.81077, 0.79772], [4.32531, 4.87705, 1.44614], [3.85642, 3.22015, -0.40820], [3.07718, 2.26830, -1.03429], [1.84249, 1.84846, -0.49289], [0.99806, 0.90065, -1.02159], [1.01581, 0.56100, -2.34629], [1.55094, 1.34899, -3.39515], [1.60594, 0.89403, -4.69783], [1.12036, -0.35790, -5.06662], [1.21782, -0.86408, -6.48177], [0.47467, -1.08308, -4.07557], [0.36995, -0.63531, -2.76418], [-0.75219, -1.37375, -1.55259], [-2.35829, -0.65172, -2.21461], [-2.84517, -1.30582, -3.50650], [-3.51167, -0.54848, -1.21877], [-0.85142, -3.17340, -1.95074], [0.51305, -3.84301, -1.79639], [-1.87734, -3.83811, -1.03043], [-2.13788, 4.49345, 1.70977], [-0.37832, 4.45968, 1.55679], [-1.15191, 3.89238, 3.04354], [-2.13956, 1.96405, 1.81460], [-0.81100, 3.17356, -0.66037], [-2.55412, 3.13122, -0.33045], [-1.64510, 1.63226, -0.61587], [0.67347, 2.76034, 3.63895], [-0.80137, 0.11493, 4.07215], [-1.56085, 1.70486, 4.06983], [-0.39474, 1.28686, 5.33072], [1.70179, -0.12388, 3.60554], [2.05448, 1.09399, 4.84475], [2.67276, 1.27440, 3.18865], [2.04845, 3.71996, 2.36616], [4.02958, 5.02772, 2.48569], [4.22907, 5.83903, 0.93449], [5.38437, 4.60932, 1.43695], [4.80391, 3.49699, -0.86194], [3.45500, 1.79476, -1.92775], [1.92443, 2.33792, -3.17617], [2.04979, 1.53513, -5.45447], [2.14400, -0.53601, -6.95732], [0.38948, -0.50744, -7.10194], [1.20020, -1.95492, -6.51020], [0.03278, -2.03931, -4.34148], [-2.03844, 0.36647, -2.46104], [-3.21702, -2.31704, -3.32381], [-2.06720, -1.35364, -4.26731], [-3.67543, -0.72429, -3.91673], [-3.80878, -1.51962, -0.82160], [-4.38022, -0.11215, -1.72218], [-3.26765, 0.08130, -0.36672], [-1.18118, -3.27974, -2.98866], [0.84885, -3.80148, -0.75961], [1.27994, -3.35887, -2.39990], [0.43634, -4.89332, -2.09294], [-1.60998, -3.67595, 0.01687], [-1.89710, -4.91621, -1.21161], [-2.88674, -3.45336, -1.18209], [-2.05675, -1.00021, 1.69805], [-1.88132, -2.26094, 2.81204], [-2.97156, -2.62331, 3.65355], [-2.87805, -3.64504, 4.55161], [-1.67149, -4.37663, 4.66676], [-0.60166, -4.05583, 3.88504], [-0.65425, -2.99291, 2.93820], [0.72735, -2.63639, 2.02491], [-3.88842, -2.05644, 3.55257], [-3.72595, -3.89853, 5.17616], [-1.59861, -5.18960, 5.37874], [0.32793, -4.60466, 3.96700], [2.62055, -0.43269, 1.12672], [3.06945, -1.20447, 0.25669], [2.17838, -1.68437, -0.48152]], "lowdin_charge": [0.182, -0.115, -0.540, -0.119, 1.043, -0.541, -0.119, -0.118, -0.296, -0.070, -0.296, -0.071, -0.052, -0.033, -0.314, -0.024, -0.295, -0.038, -0.062, -0.300, -0.073, -0.079, -0.300, 1.064, -0.508, -0.116, -0.158, -0.543, -0.122, -0.110, 0.074, 0.073, 0.060, 0.075, 0.080, 0.079, 0.033, 0.085, 0.052, 0.064, 0.077, 0.054, 0.076, 0.064, 0.100, 0.067, 0.070, 0.070, 0.107, 0.101, 0.094, 0.105, 0.068, 0.070, 0.068, 0.100, 0.099, 0.071, 0.057, 0.075, 0.053, 0.075, 0.003, 0.086, 0.043, 0.066, 0.076, 0.058, 0.078, 0.055, 0.707, -0.714, -0.143, -0.108, -0.107, -0.144, -0.703, 0.755, 0.089, 0.092, 0.093, 0.090, -0.221, -0.193, -0.232]}

=====

- What is the formula in the second record?
  C32H44CoN2O2P2S2